A cluster of 7 separate species, C21H36F4O15 in total in a non-equilibrium geometry, computed with ωB97M-V with the def2-TZVPD basis set.

- molar mass (g mol⁻¹) = 604.5
- E_HOMO (eV) = -10.09
- Kohn-Sham gap (eV) = 10.50
- DFT total energy (eV) = -63942.3581
- spin multiplicity = 1
- SMILES string = O=C1OC[C@@H](F)O1.O=C1OC[C@@H](F)O1.O=C1OC[C@@H](F)O1.O=C1OC[C@@H](F)O1.CC(C)O.CC(C)O.CC(C)O
- net charge = 0
- lowest unoccupied orbital energy (eV) = 0.41

Each line ends with the Mulliken charge.
Geometry (Å):
F -4.99 -6.94 1.86  -0.30
F -4.09 -1.70 3.65  -0.28
F -1.72 -1.13 -3.48  -0.31
F 4.69 0.45 -5.41  -0.31
O 4.31 -0.51 -3.43  -0.28
O -1.46 -2.33 -1.53  -0.28
O 0.85 3.42 1.79  -0.62
O -2.35 -3.63 5.30  -0.35
O -1.48 -1.38 0.59  -0.53
O 6.53 -0.90 -3.42  -0.36
O 2.72 1.53 0.41  -0.60
O -3.26 -5.54 1.54  -0.31
O -4.09 -3.82 6.71  -0.50
O 1.69 2.96 -2.03  -0.39
O -3.49 -1.73 5.80  -0.36
O -3.30 -1.13 -0.84  -0.25
O -4.96 -4.04 1.85  -0.27
O -3.60 -3.85 0.09  -0.53
O 5.10 -2.54 -2.78  -0.50
C -1.97 -2.57 4.32  -0.16
C -0.51 2.89 1.76  0.89
C 5.31 -1.43 -3.14  0.63
C -1.41 3.75 2.62  -1.54
C 6.35 0.49 -3.70  -0.50
C -2.20 -2.18 -2.72  0.28
C 1.70 -0.10 -1.14  -0.64
C -4.83 -4.85 3.05  0.08
C -3.92 -4.46 1.07  0.54
C 2.67 0.15 0.10  0.25
C 0.56 5.16 -2.00  -1.45
C 1.49 4.19 -2.76  0.54
C 2.83 4.86 -2.87  -1.30
C -3.35 -3.15 6.04  0.64
C 4.09 -0.37 -0.16  -1.24
C -1.18 2.83 0.39  -1.04
C -2.08 -1.57 -0.45  0.71
C -3.58 -1.58 -2.18  -0.50
C 4.88 0.66 -4.06  0.68
C -4.10 -6.14 2.50  0.28
C -3.00 -1.50 4.51  0.30
H -0.68 2.28 -0.42  0.15
H -4.42 -2.25 -2.18  0.26
H -5.94 -5.04 3.33  0.32
H 6.97 0.64 -4.57  0.34
H -1.62 4.71 2.08  0.36
H -0.46 4.79 -1.84  0.28
H -0.50 1.92 2.25  0.21
H -0.98 3.98 3.59  0.37
H -2.09 2.22 0.44  0.40
H 2.68 5.76 -3.48  0.43
H 6.60 1.08 -2.80  0.32
H 1.09 2.90 -1.26  0.09
H 1.13 3.97 -3.82  0.22
H 2.68 1.96 -0.46  0.35
H -3.61 -6.73 3.24  0.38
H -2.67 -0.47 4.42  0.30
H 0.89 5.29 -0.94  0.35
H 3.54 4.14 -3.35  0.20
H 2.21 0.40 -1.97  0.19
H 1.40 2.63 1.55  0.37
H -3.78 -0.72 -2.85  0.34
H -2.12 -3.05 3.37  0.11
H -2.36 3.20 2.68  0.36
H 4.64 0.34 -0.78  0.07
H -1.37 3.80 -0.06  0.24
H -4.29 -4.34 3.79  -0.29
H 0.72 0.28 -0.82  -0.24
H -2.22 -3.03 -3.34  0.35
H -0.96 -2.21 4.61  0.33
H 4.61 -0.35 0.78  0.44
H 0.57 6.06 -2.51  0.51
H 1.56 -1.13 -1.38  0.62
H 4.36 1.55 -3.67  -0.02
H 3.23 4.97 -1.89  0.35
H 4.03 -1.40 -0.47  0.38
H 2.29 -0.46 0.88  0.43

---

A cluster of 5 separate species, C21H36F5N2O10S5 in total in a non-equilibrium geometry, computed with ωB97M-V with the def2-TZVPD basis set.

- molar mass (g mol⁻¹) = 731.8
- E_HOMO (eV) = -11.91
- Kohn-Sham gap (eV) = 6.97
- DFT total energy (eV) = -113562.4234
- spin multiplicity = 1
- net charge = +1
- lowest unoccupied orbital energy (eV) = -4.94

Each line ends with the Mulliken charge.
Geometry (Å):
S 6.37 2.68 2.21  1.09
S -0.70 3.58 0.60  1.06
S -3.38 -1.43 -2.43  1.17
S -2.51 -0.90 2.94  1.40
S 0.47 -4.90 -0.70  1.31
F 7.54 5.17 1.92  -0.20
F 6.74 3.87 -0.94  -0.20
F 8.50 2.27 -0.53  -0.19
F 9.01 3.29 2.13  -0.20
F 8.93 4.69 -0.50  -0.21
O -1.41 -0.19 3.55  -0.71
O -0.43 -5.25 0.37  -0.66
O 1.55 -3.95 -0.53  -0.72
O -3.89 -0.48 3.10  -0.74
O 0.29 4.62 0.61  -0.81
O -3.69 -1.61 -1.03  -0.69
O -0.82 2.62 -0.48  -0.61
O 6.72 1.18 2.21  -0.57
O -2.72 -2.46 -3.21  -0.72
O 6.12 3.06 3.73  -0.54
N 2.84 3.96 0.28  0.07
N 3.94 1.74 0.79  -0.08
C -2.37 -2.63 3.35  -0.83
C -2.17 -1.09 1.20  0.02
C 0.52 -6.51 -2.81  -0.64
C -1.52 3.44 3.08  -0.79
C -3.40 1.02 -3.45  -0.73
C 7.72 3.76 1.50  0.50
C -2.10 -3.37 2.04  -0.66
C -2.49 0.11 -2.63  -0.05
C -1.39 -2.39 1.11  0.13
C 4.08 4.40 1.04  -0.14
C 2.76 2.43 0.13  -0.28
C -2.77 3.76 2.27  -0.60
C -2.30 4.31 0.92  -0.67
C -4.86 -0.92 -3.28  -0.90
C 0.19 -5.10 -3.29  -0.80
C -0.49 -4.41 -2.12  -0.39
C 4.73 2.92 1.32  -0.02
C 1.14 -6.39 -1.42  -0.72
C -4.85 0.60 -3.17  -0.56
C 7.95 3.61 -0.12  0.58
C -0.59 2.68 2.14  0.38
H -1.35 -2.76 0.08  -0.57
H -2.31 0.52 -1.63  -0.16
H 1.12 -4.58 -3.55  0.35
H 2.22 -6.29 -1.47  0.35
H 1.19 -7.04 -3.50  0.34
H -1.51 -4.27 2.21  0.39
H -1.75 2.85 3.97  0.40
H -4.77 -1.24 -4.32  0.36
H 0.88 -7.25 -0.79  0.36
H 4.48 5.47 1.32  0.38
H -1.60 -0.22 0.84  -0.06
H 1.92 1.82 -0.42  0.41
H -5.54 1.06 -3.88  0.38
H 0.44 2.66 2.49  0.43
H -1.51 -4.79 -1.98  0.35
H -3.41 4.48 2.78  0.37
H 4.19 0.72 0.88  0.33
H -3.24 2.08 -3.19  0.33
H -0.50 -3.32 -2.21  0.24
H -1.55 -0.08 -3.13  0.44
H -3.35 2.85 2.11  0.26
H -5.73 -1.37 -2.82  0.44
H -3.05 -3.67 1.59  0.28
H -0.96 1.67 1.97  -0.52
H -0.36 -2.23 1.46  0.39
H -3.18 0.90 -4.51  0.30
H -0.41 -7.10 -2.75  0.29
H 2.12 4.61 -0.11  0.35
H -2.18 5.39 0.95  0.33
H -5.14 0.91 -2.16  0.28
H -1.54 -2.75 4.06  0.33
H -3.30 -2.97 3.82  0.38
H -2.99 4.03 0.11  0.35
H -1.04 4.37 3.41  0.35
H -0.44 -5.11 -4.18  0.35
H -3.12 -1.16 0.68  0.34

---

A structure of composition C21H36N4OPTl in a non-equilibrium geometry, computed with ωB97M-V with the def2-TZVPD basis set.

- molar mass (g mol⁻¹) = 595.9
- E_HOMO (eV) = -6.16
- Kohn-Sham gap (eV) = 6.69
- DFT total energy (eV) = -44351.1921
- spin multiplicity = 1
- net charge = 0
- lowest unoccupied orbital energy (eV) = 0.53

Each line ends with the natural charge from an NBO analysis.
Geometry (Å):
Tl 9.98 8.60 9.09  0.65
P 8.44 12.19 9.04  2.45
O 8.99 10.93 8.47  -1.15
N 7.60 13.02 7.84  -0.83
N 8.81 6.79 7.26  -0.46
N 7.43 11.86 10.36  -0.81
N 9.56 13.31 9.57  -0.82
C 11.14 15.05 9.79  -0.42
C 7.39 12.64 11.57  -0.19
C 5.54 11.00 11.64  -0.42
C 13.37 8.74 6.04  -0.22
C 9.94 14.60 8.99  -0.20
C 7.49 12.43 6.49  -0.20
C 6.79 13.54 5.67  -0.42
C 5.85 14.23 6.71  -0.41
C 12.30 9.16 6.84  -0.28
C 10.71 12.73 10.26  -0.22
C 6.47 10.73 10.43  -0.21
C 6.69 14.16 8.00  -0.20
C 7.94 7.56 6.37  -0.42
C 11.87 13.72 10.10  -0.41
C 9.93 6.25 6.51  -0.24
C 11.11 7.14 6.35  -0.13
C 12.15 6.77 5.49  -0.20
C 8.08 5.76 8.04  -0.41
C 11.27 8.30 7.06  -0.41
C 6.01 12.33 12.23  -0.41
C 13.32 7.53 5.35  -0.25
H 7.57 5.09 7.32  0.17
H 4.48 11.02 11.29  0.21
H 5.54 10.12 12.32  0.22
H 6.03 14.11 8.88  0.20
H 14.14 7.22 4.67  0.21
H 7.03 9.77 10.65  0.21
H 7.52 14.23 5.21  0.21
H 8.44 8.44 5.95  0.23
H 7.28 6.18 8.66  0.20
H 8.16 12.39 12.27  0.17
H 12.43 13.77 11.04  0.22
H 6.06 12.39 13.32  0.22
H 8.75 5.25 8.74  0.21
H 9.56 5.89 5.50  0.18
H 6.92 11.52 6.45  0.19
H 7.04 7.88 6.91  0.20
H 6.23 13.16 4.73  0.22
H 12.33 10.14 7.28  0.19
H 11.73 15.71 9.13  0.22
H 10.95 15.63 10.70  0.21
H 5.40 13.18 11.86  0.20
H 10.30 5.37 7.05  0.21
H 8.51 12.26 6.07  0.22
H 5.62 15.29 6.54  0.22
H 10.41 12.57 11.32  0.19
H 4.88 13.68 6.85  0.20
H 10.24 14.49 7.93  0.19
H 14.27 9.34 6.02  0.20
H 9.09 15.31 9.04  0.20
H 5.86 10.63 9.53  0.20
H 7.54 6.95 5.52  0.17
H 12.57 13.39 9.26  0.21
H 11.99 5.82 4.99  0.19
H 7.31 15.08 8.03  0.17
H 7.49 13.72 11.40  0.20
H 10.97 11.76 9.79  0.22

---

A structure of composition C21H36N6O5SV in a non-equilibrium geometry, computed with ωB97M-V with the def2-TZVPD basis set.

- molar mass (g mol⁻¹) = 535.6
- energy above the lowest of the compared OMol25 structures with the same formula, charge and spin (kcal/mol) = 79.6
- E_HOMO (spin up / spin down) (eV) = 2.03 / -0.24
- Kohn-Sham gap (spin up / spin down) (eV) = 1.79 / 4.06
- DFT total energy (eV) = -78062.7850
- expectation value of S² = 3.81
- spin multiplicity = 4
- net charge = -2
- lowest unoccupied orbital energy (spin up / spin down) (eV) = 3.82 / 3.82

Each line ends with the Löwdin spin population.
Geometry (Å):
V -0.76 0.76 0.21  2.52
S 3.31 1.81 -1.25  0.01
O -1.61 1.50 -3.60  0.02
O 0.81 -2.65 0.11  0.00
O -1.76 1.53 -1.38  0.05
O -4.08 0.23 -0.32  0.01
O 1.51 -2.98 -1.98  0.00
N 4.19 0.02 -3.14  0.00
N -1.40 -1.28 -1.53  0.01
N 5.76 1.49 -2.36  0.00
N -0.89 -1.55 2.10  0.03
N 1.15 0.12 0.86  0.04
N -1.27 1.69 1.46  -0.11
C 5.34 -0.08 -4.01  0.00
C 0.11 4.12 1.43  0.02
C -2.84 -1.31 -1.80  0.00
C 2.88 -0.30 -3.65  0.00
C 4.40 1.09 -2.27  0.00
C 1.38 -1.12 2.99  0.00
C -2.95 3.24 4.30  0.02
C -0.83 -2.62 -1.64  0.00
C -3.35 0.97 3.27  0.01
C -2.29 4.47 4.36  0.09
C 1.66 0.18 2.23  0.01
C -3.61 -1.09 -0.48  0.01
C -0.94 3.83 2.46  0.04
C 6.46 0.48 -3.13  0.00
C -2.63 2.29 3.36  0.04
C 0.65 -2.75 -1.13  0.00
C -0.69 -0.35 -2.41  0.01
C -0.10 -1.36 3.30  0.00
C -1.29 4.74 3.43  0.02
C -1.41 1.02 -2.48  0.02
C -1.60 2.56 2.39  0.05
H 0.32 -0.19 -2.01  0.00
H -0.24 3.74 0.46  0.01
H 5.22 0.54 -4.92  0.00
H 2.45 -1.13 -3.08  0.00
H -0.84 -2.96 -2.70  0.00
H -0.58 -0.76 -3.43  0.00
H -2.58 5.21 5.10  0.01
H -2.94 0.44 2.41  0.00
H 6.87 -0.33 -2.50  0.00
H -3.30 0.82 -0.41  0.01
H 2.95 -0.59 -4.70  0.00
H -4.50 -1.72 -0.44  0.00
H -0.79 5.70 3.46  0.00
H 6.17 1.71 -1.46  0.00
H -0.51 -0.50 3.83  0.00
H 2.75 0.36 2.24  0.00
H -0.14 -2.24 3.98  0.00
H 7.27 0.92 -3.71  0.00
H 2.21 0.57 -3.57  0.00
H -3.13 -2.28 -2.25  0.00
H -2.93 -1.35 0.34  0.01
H -3.19 0.37 4.17  0.00
H 5.51 -1.12 -4.31  0.00
H -3.12 -0.53 -2.50  0.00
H -4.42 1.12 3.14  0.00
H 1.93 -1.09 3.94  0.00
H 1.16 1.01 2.74  0.00
H 1.75 0.69 0.25  0.01
H 1.23 -0.85 0.52  0.01
H -1.44 -3.31 -1.05  0.00
H -1.76 -2.02 2.33  0.00
H 0.31 5.19 1.37  0.00
H -3.73 3.03 5.03  0.00
H 1.75 -1.96 2.40  0.00
H -0.38 -2.12 1.41  0.00
H 1.04 3.59 1.65  0.00

---

Q: Number 4 is which compound?
A: C21H36N6O5SV